Below is a molecular structure, C57H138Br6Cl3O36P9 at a distorted geometry, with properties calculated with ωB97M-V/def2-TZVPD.

Geometry (Å):
C 4.235 -3.522 -0.323
Br 5.478 -2.700 1.017
Br 4.699 -2.961 -2.121
Br 2.319 -3.224 0.177
H 4.323 -4.607 -0.358
C -0.731 -4.768 -2.109
Br -0.170 -3.021 -2.884
Br 0.871 -5.806 -1.655
Br -1.883 -5.632 -3.413
H -1.312 -4.630 -1.197
C -5.236 0.479 2.858
C -5.425 -0.790 3.736
O -6.046 -1.752 2.884
P -5.243 -2.689 1.852
O -3.980 -3.162 2.414
O -6.295 -3.849 1.285
C -7.264 -4.444 2.178
C -6.557 -5.430 3.024
O -5.146 -1.715 0.546
C -4.892 -2.299 -0.709
C -3.381 -2.462 -0.933
H -6.110 0.495 2.206
H -5.334 1.410 3.416
H -4.322 0.388 2.271
H -4.577 -1.107 4.342
H -6.184 -0.388 4.408
H -7.734 -3.678 2.794
H -8.070 -4.954 1.651
H -7.195 -6.022 3.680
H -5.969 -6.113 2.410
H -5.842 -4.920 3.669
H -5.477 -3.202 -0.882
H -5.225 -1.584 -1.461
H -2.975 -1.455 -0.834
H -2.755 -3.001 -0.221
H -3.163 -2.782 -1.952
C 12.768 -2.008 -4.003
C 11.602 -1.839 -3.091
O 11.945 -0.844 -2.175
P 11.507 -1.020 -0.598
O 11.110 -2.420 -0.346
O 12.714 -0.328 0.279
C 13.394 0.893 -0.135
C 13.373 1.741 1.126
O 10.279 0.036 -0.517
C 8.949 -0.362 -0.828
C 7.970 0.554 -0.063
H 13.650 -2.287 -3.425
H 12.491 -2.834 -4.658
H 13.004 -1.073 -4.511
H 10.648 -1.532 -3.519
H 11.374 -2.808 -2.648
H 14.403 0.672 -0.482
H 12.729 1.244 -0.925
H 13.768 1.152 1.954
H 13.885 2.691 0.973
H 12.358 1.985 1.441
H 8.778 -0.400 -1.904
H 8.673 -1.343 -0.442
H 6.961 0.148 -0.123
H 8.323 0.592 0.968
H 7.910 1.611 -0.322
C 3.480 -1.906 7.749
C 2.180 -1.137 7.405
O 2.488 0.229 6.928
P 2.532 0.475 5.386
O 1.363 -0.189 4.737
O 2.861 2.041 5.275
C 1.826 2.995 5.017
C 2.033 3.626 3.644
O 3.960 -0.279 4.991
C 4.285 -0.470 3.701
C 5.315 0.593 3.374
H 3.982 -2.125 6.806
H 4.051 -1.211 8.365
H 3.304 -2.792 8.358
H 1.501 -1.747 6.810
H 1.663 -0.996 8.355
H 0.836 2.539 5.002
H 1.874 3.717 5.833
H 1.902 2.959 2.791
H 1.319 4.441 3.525
H 3.032 4.062 3.652
H 4.653 -1.496 3.697
H 3.483 -0.326 2.976
H 4.782 1.524 3.185
H 6.011 0.636 4.212
H 5.862 0.383 2.455
C -2.479 2.294 -5.830
C -3.036 3.029 -7.080
O -3.522 4.292 -6.729
P -4.122 5.341 -7.847
O -4.040 4.861 -9.255
O -3.415 6.757 -7.574
C -3.261 7.811 -8.549
C -4.228 8.989 -8.135
O -5.646 5.641 -7.394
C -6.013 5.889 -6.057
C -7.433 6.380 -6.013
H -3.278 2.179 -5.098
H -2.179 1.277 -6.080
H -1.695 2.921 -5.404
H -2.187 3.233 -7.733
H -3.753 2.432 -7.644
H -2.201 8.062 -8.513
H -3.392 7.496 -9.584
H -4.193 9.682 -8.976
H -5.278 8.702 -8.089
H -3.961 9.582 -7.260
H -5.940 4.956 -5.499
H -5.364 6.670 -5.661
H -8.110 5.661 -6.476
H -7.799 6.455 -4.989
H -7.465 7.355 -6.499
C 0.490 -6.762 2.539
C -0.959 -6.604 3.015
O -1.118 -7.766 3.815
P -2.585 -8.368 3.978
O -3.572 -7.998 2.899
O -2.325 -9.988 4.185
C -3.473 -10.695 4.671
C -4.316 -11.217 3.527
O -3.046 -7.796 5.461
C -3.380 -6.413 5.542
C -4.268 -5.907 6.707
H 0.813 -7.796 2.417
H 0.685 -6.321 1.561
H 1.277 -6.341 3.164
H -1.039 -5.658 3.551
H -1.668 -6.592 2.187
H -3.207 -11.599 5.218
H -4.079 -10.178 5.416
H -3.772 -11.971 2.958
H -5.179 -11.697 3.988
H -4.532 -10.388 2.853
H -2.425 -5.893 5.627
H -3.818 -5.992 4.637
H -5.232 -6.415 6.730
H -3.822 -6.053 7.691
H -4.336 -4.832 6.541
C 3.471 1.591 -0.204
C 2.531 0.337 -0.156
O 1.370 0.720 0.474
P -0.035 0.063 0.134
O -1.269 0.786 0.600
O 0.124 -0.303 -1.423
C -0.315 0.654 -2.413
C -1.659 0.221 -3.030
O -0.018 -1.367 0.781
C -1.028 -1.782 1.736
C -0.966 -3.291 1.963
H 4.418 1.210 -0.586
H 3.104 2.339 -0.905
H 3.452 2.123 0.747
H 2.404 -0.014 -1.180
H 3.094 -0.392 0.427
H -0.423 1.631 -1.942
H 0.458 0.706 -3.179
H -2.467 0.089 -2.311
H -1.925 1.033 -3.706
H -1.542 -0.745 -3.522
H -0.913 -1.209 2.656
H -2.060 -1.565 1.458
H -1.243 -3.870 1.082
H 0.057 -3.574 2.210
H -1.566 -3.574 2.828
C -2.139 3.042 3.292
C -1.613 1.640 3.845
O -1.394 1.811 5.200
P -2.674 1.568 6.194
O -3.783 2.541 6.071
O -3.077 -0.020 5.960
C -2.381 -1.051 6.635
C -2.415 -2.307 5.793
O -2.007 1.472 7.683
C -1.189 2.604 8.226
C 0.305 2.244 8.442
H -1.429 3.852 3.459
H -2.168 3.122 2.205
H -3.101 3.274 3.749
H -2.317 0.814 3.742
H -0.617 1.413 3.464
H -1.365 -0.754 6.894
H -2.941 -1.288 7.540
H -1.947 -3.109 6.364
H -3.417 -2.672 5.567
H -1.779 -2.220 4.911
H -1.239 3.460 7.553
H -1.658 2.730 9.202
H 0.928 3.037 8.854
H 0.423 1.396 9.117
H 0.727 1.955 7.479
C -10.010 3.342 -4.082
C -8.546 3.616 -3.818
O -8.411 4.573 -2.837
P -7.718 4.050 -1.498
O -8.394 2.909 -0.845
O -7.627 5.372 -0.597
C -7.296 6.654 -1.152
C -6.097 7.209 -0.324
O -6.174 3.868 -1.908
C -5.345 3.069 -1.105
C -4.906 1.955 -2.085
H -10.409 2.767 -3.247
H -10.562 4.279 -4.160
H -10.059 2.741 -4.990
H -7.931 2.724 -3.703
H -8.162 4.091 -4.721
H -6.957 6.521 -2.179
H -8.146 7.319 -1.002
H -5.901 8.234 -0.637
H -6.431 7.291 0.711
H -5.210 6.580 -0.409
H -4.576 3.738 -0.719
H -5.732 2.575 -0.214
H -5.669 1.314 -2.527
H -4.355 2.363 -2.933
H -4.157 1.345 -1.581
C 9.517 0.807 -4.805
C 8.043 0.960 -5.143
O 7.425 -0.327 -5.169
P 6.166 -0.703 -6.120
O 5.784 -2.164 -6.018
O 5.121 0.427 -5.570
C 4.574 0.334 -4.268
C 3.137 -0.163 -4.368
O 6.594 -0.127 -7.602
C 5.623 0.346 -8.534
C 6.049 -0.147 -9.935
H 9.976 1.766 -4.565
H 9.586 0.265 -3.861
H 10.092 0.256 -5.549
H 7.455 1.563 -4.451
H 7.836 1.433 -6.103
H 5.153 -0.340 -3.638
H 4.561 1.307 -3.778
H 2.547 0.649 -4.795
H 3.064 -0.996 -5.067
H 2.702 -0.484 -3.421
H 4.639 -0.052 -8.286
H 5.603 1.434 -8.475
H 6.926 0.395 -10.290
H 6.275 -1.213 -9.904
H 5.192 -0.021 -10.596
C -1.496 4.207 -0.350
Cl -1.766 4.056 -2.096
Cl -2.435 5.604 0.376
Cl 0.214 4.198 -0.062
H -1.857 3.278 0.090

HOMO (spin up / spin down) = -0.4309 / -0.4309 Ha
net charge = +1
frontier orbital gap (spin up / spin down) = 7.6 / 2.7 eV
spin multiplicity = 2
E_LUMO (spin up / spin down) = -4.086 / -9.027 eV



Below is 12 unconnected molecules or ions with the total composition C57H145N7O19 at a distorted geometry, with properties calculated with ωB97M-V/def2-TZVPD.

Geometry (Å):
C 18.004 3.623 11.176
C 17.363 3.840 9.834
C 16.584 2.628 9.371
O 16.463 4.963 9.980
H 17.314 3.632 12.018
H 18.707 4.449 11.365
H 18.664 2.752 11.177
H 18.132 4.105 9.098
H 15.866 2.343 10.147
H 17.239 1.764 9.232
H 16.048 2.825 8.442
H 16.199 5.318 9.090
C 13.658 6.366 14.033
C 12.513 7.060 14.722
C 11.917 6.243 15.802
O 13.098 8.289 15.280
H 13.271 5.460 13.547
H 14.476 6.159 14.721
H 14.066 6.956 13.207
H 11.793 7.411 13.970
H 11.580 5.284 15.397
H 11.022 6.720 16.211
H 12.641 6.075 16.597
H 12.405 8.816 15.700
C 23.158 8.699 10.598
C 21.633 8.601 10.537
C 21.036 9.364 9.343
O 21.317 7.192 10.447
H 23.634 8.151 9.787
H 23.499 8.284 11.549
H 23.486 9.743 10.550
H 21.222 8.985 11.486
H 21.163 10.444 9.503
H 19.966 9.187 9.179
H 21.530 9.130 8.396
H 20.338 7.147 10.410
C 17.987 11.795 8.905
C 17.256 12.925 8.182
C 17.056 12.726 6.706
O 15.991 13.088 8.795
H 18.956 11.501 8.505
H 17.312 10.935 8.908
H 18.090 12.066 9.962
H 17.802 13.867 8.332
H 18.032 12.800 6.217
H 16.496 13.589 6.339
H 16.618 11.767 6.449
H 16.065 13.418 9.695
C 16.774 8.584 10.654
C 17.917 7.947 11.399
C 17.504 7.340 12.736
O 18.524 6.875 10.594
H 15.906 7.913 10.656
H 17.042 8.766 9.609
H 16.528 9.564 11.071
H 18.665 8.718 11.622
H 17.094 8.078 13.436
H 18.408 7.001 13.253
H 16.875 6.459 12.598
H 17.734 6.334 10.320
C 20.621 -1.315 18.133
O 20.864 0.020 17.768
C 21.932 0.603 18.454
C 21.640 2.049 18.648
N 21.712 2.813 17.395
C 21.219 4.179 17.552
C 21.532 5.043 16.332
O 20.636 4.702 15.332
C 20.758 5.558 14.221
H 21.389 -1.999 17.755
H 19.654 -1.589 17.720
H 20.559 -1.396 19.229
H 22.872 0.463 17.907
H 22.035 0.140 19.448
H 22.339 2.484 19.380
H 20.661 2.165 19.168
H 21.094 2.361 16.721
H 21.629 4.662 18.445
H 20.119 4.186 17.694
H 22.578 4.846 16.068
H 21.398 6.089 16.650
H 20.196 5.126 13.394
H 21.799 5.678 13.903
H 20.330 6.545 14.447
C 14.529 10.250 13.055
O 14.874 11.409 12.345
C 13.881 11.842 11.426
C 12.997 12.947 11.991
N 11.812 13.097 11.188
C 10.924 14.124 11.658
C 10.208 13.736 12.918
O 9.323 14.800 13.224
C 8.900 14.805 14.552
H 13.521 10.208 13.466
H 15.238 10.112 13.879
H 14.747 9.329 12.481
H 13.259 11.007 11.081
H 14.392 12.264 10.549
H 13.578 13.882 12.120
H 12.706 12.700 13.020
H 12.057 13.315 10.228
H 10.129 14.238 10.912
H 11.378 15.122 11.759
H 10.905 13.553 13.749
H 9.612 12.828 12.751
H 8.229 13.956 14.775
H 8.330 15.718 14.711
H 9.738 14.759 15.261
C 13.075 5.452 9.661
O 11.774 4.939 9.929
C 11.574 4.643 11.280
C 10.139 4.197 11.474
N 9.675 3.163 10.540
C 10.407 1.927 10.680
C 10.045 0.996 9.547
O 10.142 1.690 8.329
C 9.411 1.132 7.312
H 13.194 6.385 10.250
H 13.175 5.700 8.613
H 13.830 4.727 9.998
H 11.727 5.561 11.890
H 12.332 3.919 11.632
H 9.493 5.064 11.332
H 10.052 3.804 12.491
H 9.911 3.480 9.597
H 10.199 1.437 11.634
H 11.506 2.063 10.617
H 9.029 0.571 9.730
H 10.615 0.045 9.522
H 9.618 0.059 7.198
H 9.713 1.638 6.402
H 8.343 1.255 7.515
C 13.437 11.162 19.683
O 14.624 11.114 18.942
C 15.109 9.786 18.772
C 15.617 9.622 17.353
N 16.722 8.658 17.277
C 16.156 7.307 17.485
C 17.058 6.182 17.124
O 17.400 6.187 15.746
C 17.480 4.886 15.234
H 12.647 10.584 19.190
H 13.134 12.203 19.762
H 13.607 10.774 20.697
H 14.325 9.041 18.979
H 15.872 9.673 19.554
H 15.963 10.601 17.024
H 14.788 9.308 16.699
H 17.129 8.724 16.345
H 15.222 7.205 16.904
H 15.924 7.251 18.553
H 16.553 5.238 17.369
H 17.987 6.233 17.713
H 17.897 4.188 15.974
H 18.118 4.866 14.361
H 16.488 4.467 14.986
C 20.103 7.043 6.701
O 18.755 7.353 6.439
C 17.903 6.262 6.744
C 16.494 6.729 6.615
N 15.545 5.740 7.106
C 15.302 4.657 6.170
C 14.042 3.938 6.520
O 12.937 4.658 6.085
C 11.711 3.953 6.286
H 20.723 7.876 6.374
H 20.434 6.146 6.155
H 20.284 6.900 7.776
H 18.076 5.952 7.791
H 18.136 5.401 6.094
H 16.261 7.013 5.571
H 16.400 7.670 7.158
H 14.629 6.190 7.188
H 16.131 3.943 6.148
H 15.217 5.010 5.125
H 14.080 3.764 7.608
H 14.074 2.931 6.072
H 11.768 2.936 5.874
H 10.946 4.478 5.704
H 11.379 3.947 7.329
C 13.324 9.009 7.975
O 12.867 8.224 6.906
C 12.699 8.988 5.738
C 11.875 8.193 4.788
N 12.577 7.039 4.265
C 11.788 6.337 3.277
C 12.621 5.254 2.623
O 11.842 4.647 1.616
C 12.446 3.477 1.125
H 13.550 8.362 8.815
H 12.564 9.734 8.309
H 14.204 9.593 7.679
H 13.674 9.236 5.272
H 12.273 9.977 5.972
H 11.451 8.840 4.016
H 10.985 7.877 5.385
H 12.848 6.405 5.011
H 11.371 7.006 2.523
H 10.900 5.866 3.755
H 12.946 4.504 3.359
H 13.493 5.746 2.161
H 11.758 2.993 0.440
H 12.630 2.780 1.959
H 13.390 3.709 0.617
C 19.991 13.658 13.947
O 18.649 13.275 14.015
C 18.457 12.006 14.568
C 18.660 12.052 16.067
N 18.112 13.291 16.653
C 16.764 13.122 17.241
C 16.276 14.424 17.813
O 16.120 15.350 16.791
C 15.635 16.585 17.249
H 20.411 13.774 14.959
H 20.051 14.628 13.461
H 20.587 12.936 13.387
H 19.181 11.316 14.103
H 17.433 11.709 14.332
H 19.735 11.972 16.275
H 18.214 11.148 16.495
H 17.971 13.891 15.836
H 16.850 12.439 18.085
H 16.075 12.780 16.452
H 17.042 14.753 18.532
H 15.363 14.162 18.376
H 14.541 16.603 17.216
H 15.997 17.370 16.576
H 16.034 16.835 18.237

HOMO = -0.3109 Ha
energy above the lowest of the compared OMol25 structures with the same formula, charge and spin = 0.0 kcal per mole
frontier orbital gap = 8.8 eV
E_LUMO = 0.296 eV